[1]
{"formula": "C4H5N", "method": "ωB97M-V with the def2-TZVPD basis set", "charge": 1, "mol_weight_g_mol": 67.1, "s2": 0.766, "lumo_ev": [-4.320, -8.010], "gap_ev": [11.22, 7.67], "e_above_lowest_kj_mol": 0.0, "multiplicity": 2, "symbols": ["C", "C", "N", "C", "C", "H", "H", "H", "H", "H"], "coordinates": [[0.35186, -0.08595, -1.13051], [1.12765, -0.34054, 0.04819], [0.31368, -0.20443, 1.17492], [-0.96558, 0.30782, 0.68369], [-0.93718, 0.33491, -0.71660], [0.79646, -0.00844, -2.13166], [2.09294, -0.72194, 0.01960], [0.57236, -0.39086, 2.17208], [-1.77353, 0.40108, 1.41984], [-1.57865, 0.70835, -1.53955]], "forces_ev_per_angstrom": [[-0.851, 1.390, 0.956], [-3.308, -0.066, 1.412], [-0.164, 0.832, -2.263], [1.401, -1.716, 1.375], [2.015, -0.019, -2.057], [-0.469, -0.346, 0.522], [1.685, -0.444, 0.595], [-0.384, 0.332, -1.452], [0.374, 0.319, -0.544], [-0.300, -0.282, 1.456]]}

[2]
{"formula": "C4H5N2O", "method": "ωB97M-V with the def2-TZVPD basis set", "charge": 1, "mol_weight_g_mol": 97.1, "lumo_ev": -5.867, "gap_ev": 10.07, "e_above_lowest_kj_mol": 360.9, "symbols": ["C", "C", "C", "C", "N", "N", "O", "H", "H", "H", "H", "H"], "coordinates": [[0.23443, -0.55368, 0.04352], [-1.91405, 0.25657, -0.13519], [-1.72029, -1.27500, -0.03667], [0.79242, 1.29839, -0.05464], [-0.48683, 0.57349, -0.06516], [1.42891, 0.01747, 0.17449], [-2.87179, 0.90476, 0.06160], [-1.66826, -1.88518, -0.95178], [-1.94883, -1.67641, 1.01025], [1.16535, 1.82283, -0.92374], [0.81360, 2.18515, 0.74998], [2.26493, -0.35014, 0.54420]], "forces_ev_per_angstrom": [[-4.000, -1.084, 0.672], [1.474, -0.374, 1.370], [2.578, -0.200, 1.056], [0.369, 5.041, 2.354], [0.960, 0.050, -1.421], [-2.064, -0.728, -0.410], [0.221, -0.021, -0.757], [-0.586, 0.093, 0.692], [0.139, 0.189, -1.883], [-0.471, -0.393, -0.768], [0.210, -2.467, -1.101], [1.170, -0.107, 0.196]]}

[3]
{"formula": "C4H5N2O2", "method": "ωB97M-V with the def2-TZVPD basis set", "charge": -1, "mol_weight_g_mol": 113.1, "lumo_ev": 3.618, "gap_ev": 4.94, "e_above_lowest_kj_mol": 291.4, "symbols": ["C", "C", "C", "C", "N", "N", "O", "O", "H", "H", "H", "H", "H"], "coordinates": [[-1.17212, -1.41696, -0.16033], [2.91689, 0.56679, -0.14815], [-1.58897, -0.04474, -0.24231], [-0.32118, 0.66129, 0.28720], [0.00792, -1.52632, 0.51127], [0.46737, -0.40039, 0.83689], [2.89616, 1.66545, 0.26581], [3.08054, -0.43870, -0.76066], [-1.80355, -2.22081, -0.42729], [-2.00874, 0.26778, -1.18739], [-2.27918, 0.32482, 0.45385], [0.23385, 1.21642, -0.52536], [-0.42898, 1.34537, 1.09649]], "forces_ev_per_angstrom": [[1.800, -1.385, 0.629], [0.156, -1.079, -1.671], [0.521, 2.241, -0.094], [0.470, 0.342, -1.801], [-2.679, -1.991, -1.368], [2.921, 1.274, 1.107], [-0.065, -1.295, 0.041], [-0.261, 2.138, 1.693], [-0.156, -1.067, -0.054], [0.307, 0.338, -0.665], [-2.123, -0.156, 1.463], [-0.158, -0.359, 0.344], [-0.732, 0.999, 0.375]]}

[4]
{"formula": "C4H5N2P", "method": "ωB97M-V with the def2-TZVPD basis set", "charge": 0, "mol_weight_g_mol": 112.1, "lumo_ev": -0.036, "gap_ev": 9.41, "smiles": "N#CC=C=N.C=P", "e_above_lowest_kj_mol": 258.1, "symbols": ["C", "C", "C", "C", "N", "N", "P", "H", "H", "H", "H", "H"], "coordinates": [[-0.15440, -0.22001, 1.83123], [-0.50481, 1.99072, 1.45027], [0.99716, -1.75151, -1.88272], [0.17332, 0.92215, 1.08240], [-0.32767, -1.10800, 2.54687], [-1.29950, 2.88957, 1.59113], [-0.62498, -1.27820, -2.15684], [1.68591, -1.16748, -1.26316], [1.40936, -2.47090, -2.52978], [0.91616, 0.74758, 0.33400], [-1.35607, 3.56690, 2.31667], [-0.91449, -2.12083, -3.32007]], "forces_ev_per_angstrom": [[0.013, -1.105, 1.137], [-0.477, 1.272, -0.823], [-2.100, 1.700, -0.448], [-0.261, -0.413, 0.321], [-0.144, 0.070, -0.367], [0.127, -1.226, -0.495], [1.540, -0.537, -0.022], [-0.454, -0.500, 0.146], [0.740, -0.865, -0.480], [0.314, 0.858, -0.360], [0.418, 0.538, 0.568], [0.286, 0.207, 0.822]]}

[5]
{"formula": "C4H5N2S", "method": "ωB97M-V with the def2-TZVPD basis set", "charge": 1, "mol_weight_g_mol": 113.2, "lumo_ev": -5.931, "gap_ev": 8.60, "smiles": "S[n+]1ccccn1", "e_above_lowest_kj_mol": 375.1, "symbols": ["S", "N", "C", "C", "C", "C", "N", "H", "H", "H", "H", "H"], "coordinates": [[-2.45406, 1.63604, 0.01466], [-0.92448, 0.72993, -0.16522], [-0.88062, -0.56715, 0.48624], [0.41755, -1.51945, 0.49092], [1.61598, -0.78726, -0.32920], [1.21105, 0.62569, -0.95702], [-0.02683, 1.40232, -0.89401], [-2.37357, 2.08978, 1.36853], [-1.83980, -0.96650, 1.05382], [0.49543, -2.56613, 0.99685], [2.68704, -1.23188, -0.46877], [2.07232, 1.15461, -1.59679]], "forces_ev_per_angstrom": [[0.068, 0.173, 1.080], [-0.844, -2.311, 2.218], [2.691, -1.394, -0.333], [0.609, 5.324, -2.958], [-4.825, 1.003, 1.150], [0.514, -0.354, -0.075], [4.250, -5.133, 1.218], [0.421, -0.775, -1.617], [2.058, 1.399, -1.516], [-0.354, 2.255, -1.000], [-2.297, 1.008, 0.242], [-2.291, -1.194, 1.591]]}

[6]
{"formula": "C4H5N3", "method": "ωB97M-V with the def2-TZVPD basis set", "charge": 0, "mol_weight_g_mol": 95.1, "lumo_ev": [-1.418, -0.701], "gap_ev": [6.50, 8.07], "e_above_lowest_kj_mol": 610.8, "symbols": ["C", "C", "C", "N", "N", "C", "N", "H", "H", "H", "H", "H"], "coordinates": [[-1.58505, -0.72879, -0.26741], [0.90813, 0.75125, -0.01893], [1.39438, -0.54206, 0.19681], [1.52701, 1.72976, -0.53026], [2.10668, -1.28211, 0.82936], [-0.83682, 0.83472, 0.26783], [-1.39664, 1.80449, 0.62634], [0.92203, 2.55007, -0.57159], [2.54531, -2.15526, 0.55147], [-1.15366, -1.42445, -0.97954], [-2.47386, -0.30711, -0.72576], [-1.95751, -1.23052, 0.62168]], "forces_ev_per_angstrom": [[-0.768, 2.463, 0.927], [-2.958, 0.119, 0.791], [0.990, 0.114, -0.771], [0.139, 0.005, -0.171], [-0.031, 0.063, 0.802], [2.715, -5.000, -2.244], [-1.117, 1.783, 0.753], [0.125, -0.053, 0.028], [-0.395, 0.033, -0.303], [0.905, 0.453, 0.175], [-0.070, 0.018, -0.189], [0.465, 0.001, 0.203]]}